(1)
{"formula": "C5H13NO2", "method": "ωB97M-V/def2-TZVPD", "relative_energy_kj_mol": 192.0, "smiles": "C=C/C=C(/C)N.O.O", "e_tot_ev": -10979.8889, "lumo_energy_ev": 0.602, "total_charge": 0, "homo_energy_ev": -7.8, "elements": ["H", "H", "H", "C", "C", "H", "H", "H", "C", "O", "H", "N", "H", "H", "H", "C", "C", "O", "H", "H", "H"], "positions_angstrom": [[1.62617, -0.12028, 2.80957], [-2.49813, 0.30101, -1.34002], [-1.32453, -1.53276, 0.53897], [0.40469, -1.19061, -1.32013], [1.13060, -1.79207, -2.25449], [0.03641, 0.68468, 2.83083], [0.24936, 2.34770, 0.18295], [-1.20457, 2.60017, -0.14958], [0.92570, -0.55205, -0.12462], [-0.34137, 3.04839, -0.14384], [-1.17958, 1.14087, -1.46233], [-0.93152, -0.98623, 1.28291], [1.90731, -0.09791, -0.12404], [0.67766, -2.15994, -3.17033], [-1.47570, -0.89575, 2.11746], [0.32519, -0.49892, 1.08814], [0.86657, 0.36535, 2.19903], [-2.02540, 1.06660, -1.01005], [1.28702, 1.27885, 1.79826], [-0.66606, -1.18257, -1.50748], [2.21016, -1.82454, -2.24122]]}

(2)
{"formula": "C14H16N2O4S", "method": "ωB97M-V/def2-TZVPD", "relative_energy_kj_mol": 143.6, "smiles": "O=C(CSCC(=O)NCc1ccco1)NCc1ccco1", "e_tot_ev": -36782.9001, "lumo_energy_ev": 0.516, "total_charge": 0, "homo_energy_ev": -8.4, "elements": ["C", "O", "C", "C", "H", "C", "O", "H", "H", "C", "H", "C", "H", "C", "H", "C", "C", "C", "H", "N", "H", "H", "H", "C", "H", "O", "N", "S", "H", "H", "C", "H", "C", "C", "H", "H", "O"], "positions_angstrom": [[0.28021, 3.08126, -2.57221], [1.27891, 0.53512, 3.22912], [-0.68894, -1.41475, 2.87625], [-2.73366, 0.19116, 3.02896], [-0.24332, -1.10210, 3.82551], [-4.11238, -0.01344, 2.77910], [-3.04057, -1.93172, 2.44157], [-0.09187, -0.93855, -3.34459], [2.02552, 3.86765, -3.70539], [0.97961, 0.19227, 2.10543], [-2.25582, 1.09962, 3.33334], [-2.12525, -1.01078, 2.81251], [-0.97440, 1.34259, -1.94137], [0.74939, 1.01002, -3.23049], [1.92387, -2.19777, 0.67024], [1.61897, 0.81569, 0.87183], [-4.23682, -1.32122, 2.42832], [0.88514, -0.46225, -3.44675], [-0.16625, -0.99754, 0.86835], [0.08430, -0.77588, 1.82859], [-4.89580, 0.71242, 2.85372], [-0.18280, 3.92898, -2.11132], [2.74475, -0.86562, -2.52430], [1.38507, 3.07896, -3.36451], [3.16457, -2.28194, -0.61308], [1.68050, 1.83168, -3.76491], [1.75543, -1.04662, -2.43756], [3.09085, -0.10750, 0.31760], [1.30654, -0.66718, -4.43217], [-0.62161, -2.50174, 2.77271], [2.34401, -1.69765, -0.20116], [2.00605, 1.79998, 1.13195], [1.27783, -1.40458, -1.23198], [-0.13378, 1.72979, -2.48024], [0.92152, 0.89434, 0.03804], [-5.08781, -1.91502, 2.15993], [0.08807, -1.45770, -0.97103]]}

(3)
{"formula": "H10O5", "method": "ωB97M-V/def2-TZVPD", "relative_energy_kj_mol": 107.6, "smiles": "O.O.O.O.O", "e_tot_ev": -10399.7344, "lumo_energy_ev": 0.503, "total_charge": 0, "homo_energy_ev": -11.8, "elements": ["H", "H", "H", "H", "H", "H", "O", "H", "H", "O", "O", "O", "H", "O", "H"], "positions_angstrom": [[0.09792, -1.47305, 2.40835], [1.92460, 0.57690, 0.48885], [-1.15830, 0.43263, -2.62955], [-0.96613, -0.68774, 1.78935], [-0.80415, -0.53776, -1.30109], [2.93551, 0.01556, -0.56248], [-1.73765, -0.09591, -3.19157], [-2.57847, -0.10535, -2.73092], [0.44689, 0.72088, 2.31092], [-0.68000, 0.02933, -0.52746], [-0.83660, -1.24426, 2.57036], [0.82535, 1.17539, 1.53806], [0.21489, 1.10840, 0.80807], [2.01072, 0.13316, -0.37632], [0.30541, -0.04820, -0.59456]]}

(4)
{"formula": "C20H43N5OPdSi", "method": "ωB97M-V/def2-TZVPD", "s2": 2.003, "relative_energy_kj_mol": 34.7, "e_tot_ev": -42291.5170, "lumo_energy_ev": [0.520, -0.027], "multiplicity": 3, "total_charge": 0, "homo_energy_ev": [-6.4, -8.1], "elements": ["H", "C", "H", "C", "C", "H", "H", "H", "H", "H", "C", "H", "Si", "C", "H", "H", "C", "H", "N", "H", "H", "C", "H", "C", "C", "C", "H", "C", "H", "C", "C", "H", "N", "H", "H", "H", "H", "C", "H", "H", "H", "H", "H", "H", "H", "H", "H", "H", "H", "C", "C", "H", "O", "N", "H", "C", "H", "Pd", "N", "H", "H", "C", "C", "H", "N", "C", "H", "H", "H", "H", "H"], "positions_angstrom": [[2.67390, 2.19949, -3.22148], [2.42686, -1.64960, -0.51170], [-2.39632, -0.76659, 0.99659], [-4.91630, -1.64553, -0.18009], [-5.92248, -0.50647, 0.02064], [2.76331, -1.30578, -2.66014], [-4.53860, 1.10277, 0.47355], [1.05898, -1.29258, -2.18393], [1.40531, -3.50965, -0.11765], [5.05695, 0.67194, 2.82633], [3.17736, 1.36812, -1.28954], [5.15057, -0.35477, 1.39647], [2.37671, 0.21317, 0.04028], [-1.32818, 1.57440, 2.81748], [-0.98308, 1.24826, 4.79351], [-5.01123, 0.15599, 1.89086], [3.16436, 0.48579, 1.79624], [4.49036, -0.06729, -2.30329], [-3.43870, -1.01428, -2.02951], [4.58901, -1.76590, -0.87691], [-1.49115, 2.87942, -0.32478], [-2.54471, -0.77914, -0.07186], [-1.73793, 3.62267, 2.33840], [2.02903, -1.75692, -1.99122], [2.23912, 1.49738, -2.50134], [3.80363, -2.30319, -0.34112], [2.41022, 3.17497, -0.31597], [2.73399, -0.64886, 2.73789], [-4.69629, -2.13153, 0.77096], [3.34587, 2.78681, -0.72621], [-5.36852, 0.57207, 0.94602], [-0.08531, 3.41398, 0.62232], [-1.28008, 1.93318, 4.11918], [1.26039, 1.88642, -2.20493], [-6.81920, -0.67477, -1.95377], [2.07468, 0.55319, -3.01916], [1.94903, -2.81503, -2.26403], [-0.88569, 2.67339, 0.55917], [5.07501, 1.39827, 1.22203], [2.98889, 2.67714, 1.92937], [5.26580, 0.77806, -0.96258], [2.94742, 1.83228, 3.47365], [3.77472, -3.32436, -0.73906], [1.53168, 1.80982, 2.41157], [4.96117, 1.61946, -2.48247], [-6.78122, -0.97499, 0.51331], [-5.29647, -2.39637, -0.87123], [-5.56308, 0.55212, -1.84086], [-1.36394, 2.89349, 4.39653], [-6.38990, 0.08811, -1.30320], [4.69556, 0.55153, 1.79803], [1.64611, -0.75598, 2.77179], [-1.10096, 0.41574, 2.47576], [-1.67370, -0.37276, -0.96582], [-6.13818, 1.30923, 1.17434], [1.39132, -2.48117, 0.26214], [1.58014, -2.52372, 1.33235], [0.08243, 0.82360, 0.20600], [-3.64196, -1.18856, -0.71443], [4.10107, -2.37388, 0.70608], [3.16587, -1.60974, 2.45985], [4.54785, 0.88770, -1.77856], [-1.72860, 2.65150, 1.82969], [3.65547, 3.45666, -1.53560], [-2.26486, -0.52649, -2.16698], [2.62554, 1.78044, 2.42698], [3.07864, -0.42218, 3.75340], [-7.14820, 0.85184, -1.12873], [4.11042, 2.84308, 0.05011], [0.38222, -2.08786, 0.11510], [-2.77454, 2.42953, 1.59096]]}

(5)
{"formula": "C24H34MnN2O2", "method": "ωB97M-V/def2-TZVPD", "s2": 1.021, "relative_energy_kj_mol": 0.0, "e_tot_ev": -63830.9156, "lumo_energy_ev": [0.564, 0.682], "multiplicity": 2, "total_charge": 0, "homo_energy_ev": [-6.8, -6.4], "elements": ["C", "C", "C", "C", "H", "H", "H", "C", "H", "C", "H", "C", "H", "H", "H", "H", "H", "N", "H", "C", "N", "H", "H", "C", "H", "H", "H", "C", "H", "H", "C", "C", "H", "H", "H", "C", "H", "C", "C", "H", "C", "H", "O", "C", "C", "C", "H", "H", "C", "O", "C", "Mn", "H", "C", "H", "H", "H", "H", "H", "H", "C", "C", "H"], "positions_angstrom": [[-3.21073, 0.61904, 0.48469], [-3.93905, -0.28381, 1.48714], [2.86513, -1.22146, -0.25447], [0.72355, -2.51838, 0.48619], [2.99098, -1.98462, -1.02144], [-0.70647, 3.09348, -3.17664], [-0.95153, 3.61547, -1.50303], [1.90159, 0.64450, 2.08351], [-1.76126, 1.07553, 2.06203], [-0.26808, 3.10097, -2.17665], [-2.20283, -3.15141, -2.10063], [-3.05161, -0.09379, -0.86287], [0.59366, -2.35487, -2.16563], [1.62822, -3.66961, -1.11262], [-1.17404, -3.72188, 2.86595], [-2.66353, -2.02111, 0.01624], [-0.39071, 0.31860, 3.68930], [-0.38738, 1.28106, -0.51233], [1.79804, 0.05072, -4.07398], [-4.00954, 1.91886, 0.37495], [0.31774, -0.53344, -1.91622], [1.19546, 1.41591, 2.39467], [-3.39796, 1.63457, -2.08706], [-2.53143, -1.40551, -3.30118], [0.97688, -4.62966, 0.18563], [2.51400, 1.07732, 1.29122], [-4.13741, 2.35063, 1.36926], [-0.28099, -2.33834, 1.47839], [0.65214, 3.68831, -2.22749], [-2.35180, -2.92669, 1.85044], [0.80129, -3.72512, -0.40243], [-0.63008, -0.71801, 3.45446], [-3.35241, -1.15813, 1.76183], [2.56291, 0.44052, 2.93104], [-1.33793, -4.18866, 1.18244], [-1.33922, -3.33154, 1.85796], [-4.89413, -0.62644, 1.08455], [-1.78003, 0.83142, 0.99945], [1.19617, -0.58694, 1.60823], [1.56120, 1.80045, -3.89923], [0.04368, -1.17373, 2.20033], [-2.94308, 0.49525, -4.20771], [0.77673, -1.58126, -2.71055], [-3.13507, 0.58552, -2.08029], [1.07644, 0.82722, -3.83264], [0.49288, 0.62148, -2.47476], [-4.13763, 0.27252, 2.40494], [3.77215, -1.21933, 0.35467], [1.64628, -1.46287, 0.58172], [-1.19099, 2.02454, 0.30223], [-2.87389, -0.05850, -3.27876], [-0.44024, -0.45026, 0.16647], [-2.32049, -1.90367, -4.23819], [-2.71383, -1.45280, -0.90076], [-1.71551, -0.80061, 3.40261], [-0.12275, -3.90506, -0.96090], [-5.00268, 1.73708, -0.04348], [-0.29952, -1.32374, 4.30436], [0.29038, 0.79481, -4.59189], [2.81797, -0.26058, -0.77212], [-0.02193, 1.71956, -1.68007], [-2.45812, -2.09831, -2.10740], [-3.50963, 2.66528, -0.23901]]}